1.
This record from the Open Molecules 2025 dataset describes the molecule C17H11F3N6O in a non-equilibrium geometry. The level of theory is wB97M-V/def2-TZVPD.

XYZ file:
```
38
Properties=species:S:1:pos:R:3:forces:R:3
F 6.329 2.318 -1.286 -0.959 1.077 1.561
F 6.813 4.264 -0.389 -0.900 -0.977 -0.211
F 5.401 2.995 0.706 0.714 -0.161 -1.948
N -0.283 0.239 2.474 0.598 0.016 0.052
N -2.000 0.616 -1.697 -1.220 -1.438 -0.874
N -1.682 -3.110 1.988 -0.520 0.614 -0.103
N -2.409 -1.024 -0.064 -1.341 -1.998 0.095
O 4.796 4.028 -1.257 1.283 -1.058 0.983
C -0.136 1.106 1.498 -0.795 -1.179 -0.036
C -2.614 -0.487 -1.258 0.204 0.289 1.405
C -1.894 -4.255 2.661 -0.163 0.732 0.430
C -1.119 1.133 -0.886 0.342 2.305 -2.622
C -1.313 -2.009 2.664 1.133 -1.842 1.497
C -1.559 -0.455 0.774 0.058 -0.350 -1.787
C -1.625 -4.388 4.031 -0.563 -1.076 -0.973
C -0.948 -2.117 4.009 -0.067 0.939 0.703
C -1.108 -3.312 4.700 0.277 0.488 0.736
C 3.189 2.179 -1.038 0.326 -0.876 0.260
C 2.476 4.372 -1.585 0.211 0.087 0.273
C 1.865 1.737 -1.076 -0.175 -0.097 0.155
C 1.150 3.961 -1.610 0.290 -0.303 -0.046
C 3.512 3.492 -1.262 -0.982 0.294 -0.308
C -0.901 0.666 0.360 1.736 1.406 2.412
C 0.815 2.621 -1.343 1.096 0.595 -0.161
N -0.519 2.249 -1.466 -0.051 -0.295 0.977
N -1.085 -0.777 2.013 -1.228 -0.189 -1.003
C 5.815 3.366 -0.552 -0.357 1.159 -0.400
H 0.432 2.010 1.580 0.268 0.071 0.356
H -3.365 -0.973 -1.886 0.325 0.243 0.090
H -2.382 -5.090 2.130 0.599 0.557 -0.005
H -1.850 -5.347 4.512 0.207 0.452 -0.087
H -0.587 -1.226 4.533 -0.101 -0.356 -0.247
H -0.865 -3.403 5.780 -0.113 0.276 -0.916
H 3.979 1.457 -0.843 -0.236 0.055 0.015
H 2.756 5.396 -1.759 -0.134 0.282 -0.142
H 1.672 0.677 -0.886 0.001 0.388 -0.125
H 0.349 4.656 -1.862 0.283 -0.061 0.125
H -0.995 2.543 -2.301 -0.048 -0.067 -0.135
```
Forces are in eV/Å.

Summary:
**SMILES**: FC(F)(F)Oc1ccc(Nc2ncnc3c2cnn3-c2ccccn2)cc1
**Orbital gap**: 8.70 eV

These are the Mulliken partial charges, in e, on atoms 1 to 4:
1 F -0.23
2 F -0.25
3 F -0.21
4 N -1.02

---

2.
This record from the Open Molecules 2025 dataset describes a structure of composition C27H52Cl2N3O5SiTl in a non-equilibrium geometry. The level of theory is wB97M-V/def2-TZVPD.

XYZ file:
```
91
Properties=species:S:1:pos:R:3:forces:R:3
C 1.908 -3.608 -3.516 0.042 0.013 -0.082
C 1.997 -4.772 -2.579 0.612 -0.777 0.813
H 2.910 -3.306 -3.825 -0.082 0.134 -0.059
H 1.403 -2.766 -3.044 0.034 -0.033 -0.010
H 1.350 -3.881 -4.421 0.054 0.036 0.110
C 2.877 -5.767 -2.720 -0.159 -0.109 -0.168
C 3.900 -5.821 -3.814 0.373 -0.156 -0.297
H 2.872 -6.643 -2.055 -0.119 0.644 -0.194
H 4.431 -4.860 -3.938 -0.215 -0.367 0.017
H 3.455 -6.084 -4.792 0.192 0.096 0.344
H 4.646 -6.591 -3.563 -0.149 0.272 -0.258
Tl -1.028 0.089 -1.795 -0.405 0.603 -0.282
Cl -1.822 -2.419 -1.535 -0.362 -0.887 0.118
C -2.643 -0.291 1.242 1.514 0.622 -0.370
O -1.619 0.379 0.997 -1.943 -0.901 0.668
N -2.954 -0.862 2.429 -0.124 0.090 0.201
C -2.162 -0.629 3.631 0.318 -0.119 -0.195
C -3.875 -1.992 2.443 0.024 -0.117 -0.298
H -3.401 -0.497 0.463 0.234 -0.058 0.120
H -1.896 0.433 3.694 -0.011 -0.314 -0.045
H -1.237 -1.232 3.620 -0.255 0.252 0.060
H -2.763 -0.923 4.506 0.216 0.179 -0.329
H -4.641 -1.815 1.680 0.035 -0.169 0.210
H -4.343 -2.100 3.431 0.082 0.166 -0.316
H -3.356 -2.933 2.192 -0.163 0.288 0.142
H -2.023 5.952 4.159 0.156 -0.085 -0.173
H -4.633 6.839 3.277 0.258 0.178 -0.252
C -1.747 6.102 3.106 -0.034 0.015 0.048
C -3.915 7.110 2.480 -0.257 -0.215 -0.031
N -2.928 6.061 2.260 -0.152 -0.005 -0.120
H -1.049 5.328 2.783 -0.096 0.075 0.136
C -3.263 4.898 1.624 0.736 -0.783 0.100
O -2.545 3.905 1.572 -1.077 1.166 -0.022
H -4.472 7.294 1.550 0.091 0.030 0.336
H -4.260 4.948 1.117 0.356 0.038 0.205
H -1.297 7.095 3.016 0.092 -0.135 0.029
H -3.393 8.028 2.783 -0.204 -0.245 -0.187
H 2.929 3.278 -2.802 0.130 0.143 0.201
H 2.829 1.028 -1.440 0.152 0.243 0.398
C 3.576 3.635 -1.986 -0.140 -0.236 0.191
C 3.471 1.544 -0.700 0.115 -0.102 -0.036
N 3.227 2.974 -0.737 -0.193 0.475 0.282
H 3.444 4.716 -1.851 0.146 -0.204 -0.194
C 2.288 3.528 0.090 -0.519 -1.417 1.184
O 1.806 2.983 1.099 1.014 1.260 -1.738
H 3.264 1.172 0.312 0.106 0.119 -0.425
H 1.984 4.552 -0.232 0.307 -0.315 0.159
H 4.623 3.399 -2.229 -0.245 0.266 0.100
H 4.522 1.371 -0.982 -0.245 -0.047 0.250
O 1.333 -3.550 -0.663 0.559 0.414 0.463
C 1.048 -4.740 -1.397 -0.226 0.586 0.295
C 2.071 -6.391 0.310 -0.563 -0.136 -0.257
C 1.020 -5.991 -0.526 -0.123 0.468 -0.954
H 2.975 -5.778 0.384 -0.431 -0.237 0.050
C 1.949 -7.611 0.978 0.221 0.081 0.085
H 0.060 -4.620 -1.876 -0.030 0.062 0.570
C -0.101 -6.797 -0.736 0.389 -0.327 0.162
H 2.759 -7.945 1.632 -0.296 0.073 -0.162
C 0.832 -8.423 0.783 -0.320 -0.119 -0.260
C -0.180 -8.032 -0.104 0.083 0.089 0.122
H -0.868 -6.467 -1.451 0.305 -0.163 0.444
H 0.745 -9.387 1.290 0.131 0.308 -0.113
H -1.028 -8.675 -0.333 0.181 -0.004 0.280
Si 1.160 -2.898 0.885 -0.525 -1.004 -0.886
Cl 0.537 2.433 -1.971 -0.248 0.867 -0.447
C 2.527 -3.381 2.035 0.493 -0.167 0.353
C -0.433 -3.652 1.536 -0.261 0.045 0.189
C 1.094 -1.060 0.626 -0.109 0.005 -0.045
H 2.571 -4.466 2.201 -0.036 0.301 0.019
H 2.338 -2.893 3.006 0.095 -0.130 -0.216
H 3.511 -3.046 1.678 -0.164 -0.053 0.071
H 1.950 -0.641 0.080 -0.292 -0.321 -0.015
H 0.897 -0.392 1.478 -0.011 -0.425 -0.173
H 0.194 -1.064 -0.002 0.236 0.406 0.044
H -0.353 -4.749 1.528 0.087 0.234 -0.005
H -1.273 -3.387 0.878 0.233 0.006 0.122
H -0.680 -3.362 2.566 0.062 0.045 -0.084
C -1.878 7.393 -2.277 -0.190 1.145 -0.300
C -1.395 6.507 -1.223 -0.551 -2.962 -0.313
C -2.932 4.785 -1.851 -0.760 -0.207 -0.123
C -0.103 6.735 -0.562 -0.365 0.084 0.931
O -2.028 5.412 -0.923 2.056 2.005 -0.401
H -1.672 7.038 -3.306 0.018 -0.126 0.569
H -1.359 8.345 -2.127 -0.117 -0.079 -0.356
H -2.957 7.583 -2.192 0.223 -0.239 -0.043
H -3.746 5.451 -2.147 0.098 0.018 0.144
H -2.372 4.447 -2.722 0.182 -0.008 0.137
H -3.300 3.937 -1.291 -0.085 -0.154 -0.059
H 0.101 5.961 0.184 0.034 0.042 -0.275
H 0.710 6.811 -1.305 -0.435 -0.140 0.058
H -0.174 7.709 -0.071 0.208 0.112 0.038
```
Forces are in eV/Å.

Summary:
**Orbital gap**: 3.57 eV

These are the Mulliken partial charges, in e, on atoms 1 to 4:
1 C -1.49
2 C 0.29
3 H 0.43
4 H 0.20

---

3.
This record from the Open Molecules 2025 dataset describes a structure of composition C27H22Cl3GeN3P2Se2Ti. The level of theory is wB97M-V/def2-TZVPD.

XYZ file:
```
61
Properties=species:S:1:pos:R:3:forces:R:3
Ti 0.386 -2.138 -3.843 -0.114 -0.146 0.037
Se -2.917 -0.953 2.120 0.002 -0.027 0.005
P -0.827 -1.021 1.931 -0.007 0.030 0.038
C -0.040 0.613 2.076 -0.058 -0.006 0.039
C 1.101 0.950 1.356 0.012 0.015 0.035
C 1.629 2.232 1.446 0.038 0.010 -0.035
C 1.036 3.169 2.278 -0.022 -0.007 0.008
C -0.083 2.823 3.028 -0.003 -0.036 -0.028
C -0.628 1.554 2.918 0.061 0.040 0.006
C 0.017 -2.065 3.145 -0.003 -0.025 -0.034
C 1.404 -2.018 3.265 0.005 -0.032 0.040
C 2.044 -2.829 4.188 0.009 0.034 -0.021
C 1.302 -3.686 4.990 -0.028 -0.009 -0.009
C -0.078 -3.734 4.870 0.011 0.023 -0.020
C -0.724 -2.923 3.946 0.029 -0.013 0.031
C -0.245 -1.647 0.343 0.017 -0.035 -0.005
C -0.358 -1.163 -0.950 0.004 0.045 0.044
N 0.205 -2.105 -1.742 0.090 -0.053 -0.112
N 0.636 -3.110 -0.984 -0.069 0.000 0.043
N 0.367 -2.858 0.265 0.003 0.145 -0.035
P -0.941 0.290 -1.813 0.059 0.037 -0.003
Se -1.593 -0.386 -3.763 0.039 -0.024 -0.015
C 0.467 1.415 -1.971 -0.016 -0.080 -0.045
C 1.764 0.905 -1.972 -0.013 -0.018 0.051
C 2.840 1.744 -2.213 0.001 0.018 -0.016
C 2.627 3.095 -2.451 0.024 -0.047 0.013
C 1.336 3.603 -2.463 -0.051 0.002 0.003
C 0.255 2.765 -2.236 -0.039 0.049 -0.020
C -2.257 1.130 -0.939 0.087 0.058 0.080
C -1.968 2.152 -0.034 -0.083 -0.009 -0.011
C -3.003 2.765 0.652 0.019 -0.030 0.001
C -4.313 2.358 0.445 -0.009 0.001 -0.002
C -4.598 1.339 -0.453 0.021 -0.005 -0.036
C -3.572 0.723 -1.150 -0.048 0.023 0.010
H 1.573 0.223 0.708 -0.011 -0.002 -0.010
H 2.499 2.496 0.856 -0.009 -0.009 0.011
H 1.444 4.170 2.343 0.006 -0.004 0.011
H -0.542 3.551 3.685 -0.003 0.006 -0.001
H -1.529 1.289 3.458 -0.013 0.000 0.003
H 1.988 -1.354 2.640 0.001 -0.003 0.002
H 3.121 -2.793 4.279 0.001 -0.004 0.002
H 1.804 -4.319 5.710 0.000 -0.003 0.004
H -0.657 -4.403 5.493 0.001 -0.003 0.006
H -1.801 -2.946 3.843 -0.006 0.004 -0.006
H 1.946 -0.146 -1.775 -0.019 0.017 -0.013
H 3.843 1.338 -2.221 0.004 0.003 0.004
H 3.468 3.751 -2.637 0.002 -0.005 -0.001
H 1.168 4.654 -2.658 -0.006 -0.004 -0.004
H -0.752 3.164 -2.265 0.050 -0.015 -0.013
H -0.948 2.469 0.138 -0.009 -0.024 0.009
H -2.780 3.553 1.359 -0.008 0.005 -0.001
H -5.117 2.835 0.990 -0.001 0.002 -0.001
H -5.619 1.020 -0.611 -0.003 -0.004 0.009
H -3.788 -0.072 -1.851 0.000 -0.003 0.001
Cl 2.779 -2.562 -3.640 0.016 0.005 0.007
Ge 2.521 -3.231 -5.972 0.057 0.000 -0.028
Cl 4.220 -1.997 -6.683 -0.002 -0.003 0.009
Cl 0.924 -1.361 -6.081 0.004 0.035 0.007
C -0.222 -3.750 -4.399 -0.038 0.093 -0.097
H -0.126 -4.545 -3.653 0.014 0.026 0.033
H -0.692 -4.025 -5.340 0.000 -0.038 0.020
```
Forces are in eV/Å.

Summary:
**Orbital gap**: 7.70 eV

These are the Mulliken partial charges, in e, on atoms 1 to 4:
1 Ti 0.63
2 Se -0.34
3 P 0.60
4 C 0.85

---

Computed E_tot (Ha) in order:
-1357.80726 -2982.80599 -10999.05370
Computed HOMO (eV) in order:
-8.424 -6.160 -8.210